[1]
{"formula": "C13H19NS", "method": "ωB97M-V/def2-TZVPD", "elements": ["S", "N", "C", "C", "C", "C", "C", "C", "C", "C", "C", "C", "C", "C", "C", "H", "H", "H", "H", "H", "H", "H", "H", "H", "H", "H", "H", "H", "H", "H", "H", "H", "H", "H"], "xyz": [[-0.17843, 2.09979, -0.21035], [-1.23035, 1.35158, 0.97523], [1.06500, -2.32950, -1.26461], [0.23898, -1.16342, -1.24123], [-2.65619, 1.13630, 0.81879], [-1.87680, -0.46968, 2.39379], [0.98669, 0.01877, -1.42661], [0.91560, 2.90177, 0.84683], [3.04559, -1.03517, -1.73271], [-1.22571, 3.11918, -1.04605], [-2.92661, -0.37948, 1.19441], [2.33393, 0.20323, -1.67308], [3.26550, -3.54530, -1.41856], [-0.67297, 0.26865, 1.76573], [2.43817, -2.22161, -1.43525], [4.15278, -1.05339, -1.85507], [-2.35455, -0.01980, 3.23137], [-0.04895, -0.38893, 1.20173], [-0.68838, 3.96395, -1.49674], [-0.73012, -1.19749, -0.85001], [-3.06192, 1.26895, -0.24324], [1.49016, 3.62225, 0.40270], [2.83882, 1.12372, -1.97086], [4.40397, -3.25838, -1.17982], [2.93905, -4.19855, -0.68545], [-2.62016, -1.13843, 0.36935], [3.26585, -3.94300, -2.45703], [0.05373, 0.60076, 2.50307], [-3.97701, -0.62882, 1.59276], [1.46463, 2.12438, 1.43294], [-1.82137, 2.54405, -1.76671], [-1.57393, -1.55205, 2.75038], [0.51315, -3.25318, -0.95978], [-3.13861, 1.85518, 1.37776]], "e_lumo_ev": [0.1, -0.7], "gap_ev": [7.472, 6.362], "energy_ev": -26105.5769, "e_above_lowest_kcal_mol": 204.02, "spin_multiplicity": 1, "charge": 0}



[2]
{"formula": "C13H20AgB2Cl2F8N6", "method": "ωB97M-V/def2-TZVPD", "elements": ["Ag", "Cl", "Cl", "F", "F", "F", "F", "F", "F", "F", "F", "N", "N", "N", "N", "N", "N", "C", "C", "C", "C", "C", "C", "C", "C", "C", "C", "C", "C", "C", "B", "B", "H", "H", "H", "H", "H", "H", "H", "H", "H", "H", "H", "H", "H", "H", "H", "H", "H", "H", "H", "H"], "xyz": [[1.54874, 0.06576, 0.88552], [-2.02075, 2.97578, 1.95526], [-4.04293, 1.94188, 3.70166], [-0.66873, -0.77451, 0.39215], [2.51525, -1.96137, 2.76531], [4.22173, -0.98606, 3.91056], [0.37088, 0.72376, -0.97284], [4.53612, -2.17398, 1.96118], [-1.96696, 0.40388, -1.09574], [3.38283, -0.12444, 1.98900], [-0.54207, -1.26540, -1.84946], [-1.31830, -1.25826, 4.26497], [-2.63609, 3.26085, -4.63021], [2.20148, -1.51139, -0.36118], [0.78738, 1.21115, 2.56207], [3.33287, -2.11214, -3.82958], [0.77777, 4.36727, 0.93369], [-3.05853, 1.69857, 2.27423], [-2.13856, -3.23497, 2.72625], [1.91187, 1.00284, 4.95649], [3.05118, -3.88545, -1.05026], [1.17018, -0.94616, -4.58969], [2.59007, -2.51174, -0.76053], [-5.04412, 2.22787, -4.82547], [0.09217, 3.56165, -1.43015], [-3.71808, 2.82302, -4.73226], [0.41259, 4.05989, -0.12102], [-1.74593, -2.14366, 3.64283], [1.29857, 1.05355, 3.60751], [2.34359, -1.58921, -4.13248], [3.77770, -1.35888, 2.69249], [-0.73519, -0.25237, -0.93020], [1.06589, 3.34675, -1.81723], [0.28300, -1.42812, -4.17298], [-0.30201, 4.36993, -2.07043], [1.55398, 0.10959, 5.49617], [1.09051, -0.97890, -5.69180], [-3.79090, 1.69086, 1.43412], [-2.46413, 0.75458, 2.29633], [-2.80880, -3.93110, 3.20044], [2.25506, -4.49270, -0.62471], [-1.29543, -3.72829, 2.19689], [1.58251, 1.80782, 5.54687], [-5.10571, 1.37446, -5.49356], [-2.63855, -2.72830, 1.86277], [1.17599, 0.10350, -4.30856], [3.95602, -4.00093, -0.38130], [-0.61809, 2.71874, -1.37505], [-5.75578, 3.03823, -5.03168], [3.35796, -4.08227, -2.09741], [-5.24630, 1.85147, -3.81375], [3.01803, 0.91693, 4.93471]], "e_lumo_ev": [0.2, -4.4], "gap_ev": [10.492, 5.865], "energy_ev": -74891.0152, "spin_multiplicity": 2, "charge": 0}



[3]
{"formula": "C13H20BClF2NO11S", "method": "ωB97M-V/def2-TZVPD", "elements": ["Cl", "S", "F", "F", "O", "O", "O", "O", "O", "O", "O", "O", "O", "O", "O", "N", "C", "C", "C", "C", "C", "C", "C", "C", "C", "C", "C", "C", "C", "B", "H", "H", "H", "H", "H", "H", "H", "H", "H", "H", "H", "H", "H", "H", "H", "H", "H", "H", "H", "H"], "xyz": [[1.10595, 5.26911, -0.62626], [-0.64900, 5.31111, 1.49552], [2.13645, -4.78102, 3.01029], [-3.81206, -3.84064, -4.48456], [-2.35913, -2.37914, -1.73550], [-2.73451, 3.70378, -0.37832], [-0.57432, 0.64562, 0.97051], [1.55918, -3.22508, 1.48823], [-3.33799, -4.31563, -2.33281], [-1.86843, 2.35198, 2.04248], [-1.46704, 3.79571, -2.14798], [0.24952, -2.10579, 0.02504], [2.95549, 2.77306, -0.35201], [-0.68464, -3.41578, 1.59611], [-2.35509, -4.11454, -0.30474], [0.40312, 4.23161, 0.60880], [4.24570, 2.21328, -0.43476], [1.91778, 1.78677, -0.45884], [-1.70100, 0.00141, 0.32496], [-2.75754, -2.24494, -3.09689], [-0.33570, 3.09980, -0.03025], [0.57833, 2.32412, -1.04736], [1.24880, -3.78575, 2.74492], [-3.79593, -3.32167, -3.22968], [0.36148, -2.84393, 0.94331], [-1.60967, 3.58035, -0.88848], [-0.13579, -4.33066, 2.53719], [-2.65140, -3.64733, -1.35517], [4.85872, 1.76045, 0.94336], [-0.92907, 2.02601, 1.02534], [-0.01398, 1.43111, -1.36927], [-4.80509, -3.01175, -2.94853], [-1.42264, 2.39206, 2.90235], [-2.67582, 0.29138, 0.78328], [-1.89547, -2.41257, -3.74624], [1.81545, 1.29637, 0.54286], [1.31927, -3.01633, 3.51748], [4.34041, 1.37140, -1.16426], [0.78517, 2.89022, -1.98148], [2.26515, 0.96889, -1.15315], [-0.72139, -4.34531, 3.45549], [-1.52138, -1.10927, 0.40346], [4.91142, 3.02642, -0.82738], [5.67299, 2.47815, 1.22581], [-3.15657, -1.25077, -3.29292], [5.37461, 0.76880, 0.85956], [-1.77030, 0.26072, -0.76508], [4.13849, 1.74158, 1.78805], [-0.13042, -5.33508, 2.10682], [-0.37207, 5.04172, 2.81069]], "e_lumo_ev": 2.3, "gap_ev": 6.313, "energy_ev": -67287.0670, "e_above_lowest_kcal_mol": 31.57, "spin_multiplicity": 1, "charge": -1}



[4]
{"formula": "C13H20BrFN2O3", "method": "ωB97M-V/def2-TZVPD", "elements": ["Br", "F", "O", "O", "O", "N", "N", "C", "C", "C", "C", "C", "C", "C", "C", "C", "C", "C", "C", "C", "H", "H", "H", "H", "H", "H", "H", "H", "H", "H", "H", "H", "H", "H", "H", "H", "H", "H", "H", "H"], "xyz": [[-1.72228, 1.09170, -0.43917], [5.03843, 4.65909, -0.47796], [-4.40840, 2.77087, -1.70565], [-4.33280, 4.17978, -0.03612], [-5.09156, 4.92713, -1.99907], [2.56674, 1.27797, 0.39359], [3.02348, 0.18162, 0.96378], [-2.62640, -3.67479, 1.82652], [4.22449, 4.15645, -1.55598], [1.29963, 1.60816, -0.03800], [3.63882, 2.33470, 0.19007], [-4.64409, 3.96829, -1.35539], [-2.53533, -4.76799, -0.52095], [-1.68442, -3.94204, 0.55479], [3.99439, 2.57824, -1.35119], [-0.49899, -1.75278, 1.20175], [0.50746, -0.59031, 0.82745], [0.10188, 0.70491, 0.12228], [1.97177, -0.70396, 1.15364], [-1.06407, -2.56976, -0.04891], [0.08944, -2.50695, 1.83710], [1.13180, 2.61384, -0.54319], [-4.04192, 3.25868, 0.09163], [-0.79461, -4.59935, 0.85478], [-2.90257, -4.16001, -1.40457], [-1.98627, -5.72456, -0.83140], [-1.31826, -1.27893, 1.84699], [4.80547, 4.36614, -2.51837], [-0.23364, -2.86764, -0.76377], [4.57990, 2.08623, 0.76318], [3.19782, 4.64542, -1.56863], [-3.39813, -2.89647, 1.51428], [-1.88563, -2.03423, -0.61967], [3.16560, 2.15827, -2.00273], [5.00325, 2.08702, -1.54119], [-2.03728, -3.37967, 2.75498], [-3.47859, -5.13142, 0.02189], [3.20013, 3.28009, 0.66327], [-3.13882, -4.66561, 2.09297], [2.28355, -1.68812, 1.64694]], "e_lumo_ev": -2.8, "gap_ev": 3.712, "energy_ev": -95682.0706, "spin_multiplicity": 1, "charge": 0}